Computed, not measured: 2 unconnected molecules or ions with the total composition C3H4N2O2, with ωB97M-V with the def2-TZVPD basis set.

Geometry as XYZ:
```
11
C3H4N2O2 | the Open Molecules 2025 dataset | ωB97M-V with the def2-TZVPD basis set
O 3.54 0.73 -0.11
O 0.97 -1.51 -0.56
N 0.29 1.59 0.45
N 0.05 1.88 -0.71
C 2.56 0.11 0.16
C -1.06 1.25 -0.02
C 1.47 -0.57 0.35
H -1.96 1.68 0.44
H 1.18 -1.42 -1.53
H -1.09 0.26 -0.35
H 0.83 -0.36 1.22
```

The value obtained for the total energy is -10245.9202 eV. The energy relative to the best compared isomer or geometry (same formula, charge and spin) is 612.2 kJ/mol. The calculation puts the frontier orbital gap at 0.319 Ha. Its total charge is 0. The HOMO energy comes out at -8.517 eV. The SMILES is C1N=N1.O=C=CO. For the strongest force on any atom, the calculation gives 3.21 eV/A.